Entry 1:
Density functional theory data (ωB97M-V/def2-TZVPD) for an isolated ion of composition C5H7NO2PS and charge -1 at a distorted geometry.

Each line ends with the natural charge from an NBO analysis.
Element x y z (Å)
C: 2.1922 0.2131 1.1448  0.880
C: 1.4702 2.4085 1.4042  0.508
C: -0.1795 0.3619 0.7525  -1.082
C: -2.3081 -0.4140 -0.8684  -0.957
C: 0.2297 -1.4767 -1.3231  -0.967
N: 2.3603 1.3827 1.3892  -0.643
O: 2.5835 -0.8998 1.1886  -0.588
O: 1.8482 3.5333 1.5503  -0.611
P: -0.5347 0.1367 -1.0053  0.782
S: -0.2632 2.0322 1.1759  0.180
H: -0.8460 -0.2567 1.4227  0.190
H: -2.4685 -1.2433 -1.5059  0.201
H: -3.0867 0.3956 -1.2729  0.223
H: -2.3294 -0.8185 0.1832  0.219
H: -0.2774 -1.8720 -2.2664  0.207
H: 0.2668 -2.1127 -0.4756  0.222
H: 1.3427 -1.3702 -1.4938  0.235

- relative energy (zero: lowest compared OMol25 entry of this formula, charge and spin) (eV) = 0.590
- net charge = -1

Entry 2:
Density functional theory data (ωB97M-V/def2-TZVPD) for C53H70BaBr2N7O4PS3 as an isolated structure.

Each line ends with the Löwdin charge.
Element x y z (Å)
Ba: -1.1533 0.5750 1.3473  1.638
C: 0.8902 3.6404 -0.0189  -0.195
C: 1.7242 2.3701 -0.1712  -0.215
N: 1.6581 1.4748 0.9751  -0.145
C: 2.4254 1.8211 2.1553  -0.292
C: 1.9137 2.9725 3.0246  -0.441
S: 0.1363 2.9956 3.4321  0.791
C: -0.4161 4.5048 2.5827  -0.450
C: -1.1216 4.3164 1.2415  -0.284
N: -0.4844 3.3417 0.3679  -0.134
H: 0.9453 4.2049 -0.9580  0.127
H: 1.3360 4.2836 0.7390  0.093
H: 2.7600 2.6656 -0.4101  0.118
H: 1.3452 1.8100 -1.0279  0.094
H: 1.9263 0.5283 0.6888  0.047
H: 3.4751 2.0675 1.9100  0.120
H: 2.4517 0.9246 2.7744  0.062
H: 2.1540 3.9426 2.5926  0.063
H: 2.4478 2.9200 3.9749  0.073
H: 0.4496 5.1625 2.5016  0.069
H: -1.1089 4.9998 3.2640  0.077
H: -1.2049 5.3128 0.7791  0.124
H: -2.1386 3.9628 1.4171  0.095
H: -1.0792 3.2252 -0.4481  0.075
S: -0.6354 -2.4869 2.4528  0.429
C: -1.8492 -2.7418 1.2743  -1.171
N: -2.4509 -1.8148 0.5765  -0.127
C: -3.3340 -2.3288 -0.3530  -0.340
C: -4.0688 -1.5672 -1.2613  -0.019
C: -4.8932 -2.2154 -2.1624  -0.084
C: -4.9988 -3.6088 -2.1650  -0.093
C: -4.2782 -4.3756 -1.2641  -0.099
C: -3.4443 -3.7267 -0.3616  -0.505
S: -2.3737 -4.3821 0.8476  0.992
H: -3.9818 -0.4863 -1.2475  0.103
H: -5.4655 -1.6320 -2.8727  0.096
H: -5.6497 -4.0966 -2.8787  0.099
H: -4.3603 -5.4549 -1.2684  0.106
Br: -2.1443 0.8008 5.7627  0.602
C: -0.9843 -0.7119 5.5291  -1.049
Br: 0.8360 -0.2024 5.1133  0.612
H: -1.3380 -1.3083 4.6942  -0.080
H: -0.9564 -1.2696 6.4551  0.000
N: -0.7612 -4.1405 -2.4399  0.213
C: -0.4244 -3.2456 -3.3929  -0.517
O: 0.0401 -3.5596 -4.4749  0.056
C: -0.6853 -1.8101 -3.0439  -0.113
C: -1.2521 -0.9889 -4.0103  0.012
C: -1.5585 0.3173 -3.6828  -0.027
C: -1.2553 0.7654 -2.4056  -0.136
N: -0.6471 0.0056 -1.4939  -0.012
C: -0.3818 -1.2660 -1.8042  -0.103
H: -0.6107 -5.1160 -2.6325  0.124
H: -1.2346 -3.8820 -1.5885  0.059
H: -1.4607 -1.3984 -4.9903  0.127
H: -2.0420 0.9810 -4.3860  0.113
H: -1.5425 1.7672 -2.1009  0.086
H: 0.1033 -1.8523 -1.0274  0.104
O: 2.3538 -1.3422 0.3709  -0.347
P: 3.8274 -1.5640 0.1811  0.834
C: 4.7042 -1.1175 1.7448  -0.322
C: 3.8718 -1.4084 3.0059  -0.219
C: 4.4745 -0.6404 4.1808  -0.192
C: 5.9786 -0.9607 4.3684  -0.178
C: 6.4710 -2.0009 3.3642  -0.203
C: 6.1751 -1.5795 1.9241  -0.180
C: 4.4594 -0.3017 -1.0052  -0.331
C: 3.5166 0.0132 -2.1823  -0.185
C: 3.7638 -0.7925 -3.4525  -0.188
C: 5.2402 -0.7951 -3.8424  -0.192
C: 6.1364 -1.2562 -2.6939  -0.194
C: 5.9270 -0.4007 -1.4464  -0.175
C: 4.3464 -3.2740 -0.2163  -0.330
C: 3.8415 -3.8831 -1.5263  -0.187
C: 2.3207 -3.9946 -1.5707  -0.190
C: 1.7495 -4.4448 -0.2147  -0.196
C: 2.8147 -5.1763 0.5965  -0.183
C: 3.9731 -4.2335 0.9510  -0.163
H: 4.7086 -0.0228 1.6654  0.101
H: 3.8667 -2.4704 3.2460  0.101
H: 2.8278 -1.1414 2.8421  0.072
H: 3.9172 -0.8693 5.0907  0.087
H: 4.3466 0.4320 4.0016  0.097
H: 6.1645 -1.3199 5.3816  0.106
H: 6.5735 -0.0505 4.2544  0.109
H: 5.9974 -2.9644 3.5691  0.111
H: 7.5450 -2.1595 3.4799  0.112
H: 6.4279 -2.4051 1.2580  0.091
H: 6.8435 -0.7572 1.6556  0.110
H: 4.3856 0.5678 -0.3375  0.099
H: 3.6600 1.0724 -2.4243  0.117
H: 2.4801 -0.0974 -1.8585  0.084
H: 3.1656 -0.3657 -4.2607  0.116
H: 3.4008 -1.8117 -3.3290  0.090
H: 5.5351 0.2211 -4.1289  0.115
H: 5.3970 -1.4249 -4.7206  0.112
H: 7.1852 -1.1970 -2.9935  0.112
H: 5.9439 -2.3073 -2.4675  0.091
H: 6.2733 0.6141 -1.6713  0.121
H: 6.5555 -0.7597 -0.6273  0.093
H: 5.4360 -3.1965 -0.2844  0.099
H: 4.2878 -4.8803 -1.5927  0.123
H: 4.2121 -3.3432 -2.3903  0.077
H: 2.0449 -4.6899 -2.3664  0.111
H: 1.9009 -3.0260 -1.8505  0.080
H: 0.8795 -5.0881 -0.3577  0.094
H: 1.4075 -3.5775 0.3575  0.071
H: 3.1865 -6.0376 0.0335  0.111
H: 2.3846 -5.5711 1.5184  0.114
H: 4.8560 -4.8126 1.2334  0.118
H: 3.6783 -3.6688 1.8305  0.080
O: -3.6729 0.9518 2.3533  -0.135
C: -4.0636 1.5824 1.3631  -0.628
N: -5.3421 2.0127 1.1366  0.163
C: -5.3918 2.8572 -0.0487  -0.270
C: -3.9092 2.7392 -0.5120  -0.473
O: -3.4535 3.2990 -1.5002  0.041
N: -3.2397 1.9363 0.3310  -0.001
C: -6.2729 2.2850 -1.1515  -0.150
C: -6.5446 3.0619 -2.2754  -0.020
C: -7.2929 2.5438 -3.3188  -0.073
C: -7.7810 1.2442 -3.2521  -0.092
C: -7.5085 0.4670 -2.1380  -0.091
C: -6.7526 0.9834 -1.0919  -0.030
C: -5.7911 4.2788 0.3244  -0.147
C: -4.9091 5.3498 0.2757  -0.016
C: -5.3207 6.6139 0.6841  -0.074
C: -6.6117 6.8182 1.1419  -0.091
C: -7.5020 5.7521 1.1834  -0.077
C: -7.0940 4.4953 0.7715  -0.031
H: -6.0042 2.0828 1.8907  0.158
H: -6.1582 4.0717 -2.3306  0.123
H: -7.4971 3.1558 -4.1882  0.102
H: -8.3710 0.8424 -4.0660  0.099
H: -7.8810 -0.5479 -2.0759  0.102
H: -6.5297 0.3684 -0.2299  0.112
H: -3.9064 5.2063 -0.1035  0.100
H: -4.6255 7.4427 0.6372  0.102
H: -6.9283 7.8037 1.4580  0.101
H: -8.5164 5.9039 1.5291  0.103
H: -7.7973 3.6692 0.7785  0.123

- relative energy (zero: lowest compared OMol25 entry of this formula, charge and spin) (eV) = 0.276
- net charge = 0

no.,frontier orbital gap (eV),HOMO (eV),E_LUMO (eV)
1,7.45,-3.82,3.6
2,7.42,-7.22,0.2